C34H59BF5N3O13 | ωB97M-V/def2-TZVPD

```
115
Properties=species:S:1:pos:R:3
C 4.059 -4.186 0.351
C 2.649 -4.173 -0.488
C 3.063 -3.892 -2.022
C 1.818 -2.924 0.079
N 0.334 -2.974 -0.278
N 0.014 -3.981 -1.071
C -1.344 -4.126 -1.425
C -2.389 -3.116 -0.873
C -3.942 -3.322 -1.244
O -4.607 -4.327 -0.795
O -4.630 -2.386 -2.028
C -1.977 -1.913 0.025
B -3.018 -0.803 0.589
N -3.877 -0.956 1.797
O -3.079 0.456 -0.140
C -0.421 -1.902 0.320
C 0.235 -0.778 1.265
C 0.987 0.332 0.328
C 2.368 0.709 1.066
C 3.481 1.323 0.061
F 3.396 0.753 -1.242
F 3.341 2.762 -0.026
C 4.972 1.037 0.646
F 5.477 -0.234 0.228
F 4.992 1.039 2.084
F 5.922 2.011 0.240
H 3.887 -4.904 1.225
H 4.954 -4.476 -0.297
H 4.183 -3.134 0.827
H 2.179 -5.196 -0.303
H 3.900 -3.087 -2.009
H 3.535 -4.815 -2.514
H 2.214 -3.428 -2.648
H 1.961 -2.928 1.227
H 2.282 -1.977 -0.403
H -1.696 -4.993 -2.086
H -3.796 -0.042 2.293
H -3.452 -1.669 2.429
H -3.956 0.886 0.043
H 1.015 -1.209 1.999
H -0.536 -0.231 1.916
H 0.279 1.249 0.332
H 1.125 -0.123 -0.710
H 2.866 -0.182 1.601
H 2.167 1.503 1.868
O -4.619 -4.212 5.619
C -5.148 -4.819 4.711
O -5.412 -6.132 4.841
C -6.199 -6.893 3.912
C -5.351 -7.383 2.755
C -5.430 -4.144 3.400
H -7.073 -6.327 3.583
H -6.580 -7.754 4.467
H -4.934 -6.553 2.181
H -5.943 -8.006 2.081
H -4.505 -7.969 3.125
H -4.521 -4.143 2.795
H -5.731 -3.114 3.599
H -6.244 -4.596 2.837
O 0.768 -1.079 -2.855
C 0.840 -0.384 -3.848
O 1.271 0.885 -3.750
C 1.572 1.727 -4.874
C 0.321 2.403 -5.397
C 0.366 -0.896 -5.177
H 2.106 1.170 -5.648
H 2.265 2.488 -4.509
H -0.409 1.676 -5.758
H 0.566 3.083 -6.217
H -0.166 2.972 -4.601
H -0.717 -0.777 -5.241
H 0.617 -1.957 -5.248
H 0.839 -0.413 -6.030
O -1.207 1.745 3.063
C -1.042 2.854 2.594
O -0.363 3.784 3.289
C 0.050 5.051 2.754
C -1.063 6.074 2.859
C -1.665 3.231 1.281
H 0.428 4.941 1.735
H 0.896 5.379 3.363
H -1.939 5.777 2.278
H -0.725 7.049 2.500
H -1.392 6.174 3.896
H -2.704 3.519 1.447
H -1.634 2.361 0.621
H -1.143 4.030 0.758
O 11.742 3.099 -3.754
C 11.027 2.750 -2.840
O 10.273 1.642 -2.959
C 9.544 1.040 -1.879
C 8.190 1.699 -1.701
C 10.901 3.591 -1.601
H 10.135 1.038 -0.960
H 9.398 -0.007 -2.154
H 8.288 2.755 -1.442
H 7.621 1.202 -0.915
H 7.620 1.654 -2.632
H 10.181 4.391 -1.784
H 11.877 4.028 -1.380
H 10.609 3.031 -0.715
O -4.539 2.489 0.079
C -5.625 3.014 0.232
O -5.734 4.126 0.977
C -6.923 4.927 1.066
C -7.873 4.376 2.111
C -6.867 2.382 -0.328
H -7.394 5.040 0.087
H -6.598 5.925 1.369
H -8.211 3.369 1.857
H -8.750 5.019 2.212
H -7.373 4.305 3.081
H -7.210 1.602 0.354
H -6.621 1.934 -1.293
H -7.674 3.087 -0.516
```

Output
- highest occupied orbital energy (eV) = -7.39
- DFT total energy (eV) = -81562.37967